Record 1
Here is a single C6H14N2O molecule at a distorted geometry from OMol25. Energies are from ωB97M-V/def2-TZVPD.

Structure (XYZ):
```
23
Properties=species:S:1:pos:R:3:nbo_charge:R:1
H -1.22092 -1.52526 -1.64133 0.237
C -0.65775 1.29629 1.47676 -0.654
C -0.79469 -1.68371 1.01226 -0.429
H 2.73405 1.36875 -1.28472 0.473
N -0.05878 -0.90183 0.01752 -0.191
N 1.58005 -0.52000 0.41411 -0.436
H -0.67549 2.38736 1.50783 0.238
H 1.81047 1.54410 0.71502 0.165
C 1.37164 0.84095 0.00320 0.136
H 0.27852 -2.43388 -1.36668 0.195
H -1.86798 -1.61854 0.82567 0.229
H 0.35672 -0.79783 -2.04627 0.243
O 1.80207 1.12444 -1.32146 -0.722
H 2.10195 -1.01329 -0.30872 0.358
C -0.17473 -1.43936 -1.34792 -0.445
H 0.03124 0.95496 2.25085 0.202
C -1.05974 1.35008 -0.94862 -0.782
H -1.65550 0.93412 1.72704 0.218
H -0.56793 -1.31648 2.01010 0.227
H -1.80937 2.10077 -0.73386 0.202
C -0.24588 0.85952 0.07561 0.144
H -0.49162 -2.72962 0.95058 0.199
H -0.78635 1.21845 -1.98697 0.193
```

The relative energy (zero: lowest compared OMol25 entry of this formula, charge and spin) comes out at 134.1 kcal per mole. The gap between HOMO and LUMO is 6.82 eV. Its HOMO energy is -6.09 eV. The molar mass comes out at 130.19 g mol⁻¹. The calculation puts the largest force on an atom at 3.32 eV/Å.

Record 2
Here is a 2-piece molecular cluster, C6H14N2O2 overall at a distorted geometry from OMol25. Energies are from ωB97M-V/def2-TZVPD.

Structure (XYZ):
```
24
Properties=species:S:1:pos:R:3:nbo_charge:R:1
C -1.79375 -0.24913 0.27403 0.637
C 2.33038 -1.59883 -0.83575 -0.719
H -1.81249 -1.07289 2.20201 0.219
H 1.07107 0.50194 -0.49891 0.428
C 2.91254 -0.33539 -0.30665 0.652
C -1.11137 -0.71227 1.44911 -0.708
H -0.41010 0.15160 1.81997 0.265
N 2.03912 0.65594 -0.26832 -0.610
H 1.99740 2.14213 1.22355 0.186
H 3.03909 -2.01571 -1.58926 0.239
H -3.75574 -0.67347 0.86578 0.389
H -3.07145 0.91973 -1.44534 0.250
O -1.15942 0.37652 -0.61190 -0.689
C -3.85960 0.48140 -0.86879 -0.430
C 2.46334 1.92329 0.27539 -0.447
H -4.36064 1.29129 -0.32654 0.199
N -3.12486 -0.25350 0.14443 -0.583
H 2.38666 2.87716 -0.33669 0.194
H -0.46928 -1.70215 1.32065 0.256
H 2.31125 -2.44285 -0.08923 0.239
H 3.52788 1.64544 0.33315 0.252
H 1.38010 -1.47937 -1.43246 0.223
H -4.54916 -0.15442 -1.50313 0.206
O 4.01901 -0.27649 0.20491 -0.647
```

The relative energy (zero: lowest compared OMol25 entry of this formula, charge and spin) comes out at 36.2 kcal per mole. Its SMILES is CNC(C)=O.CNC(C)=O. The gap between HOMO and LUMO is 9.80 eV. Its HOMO energy is -9.24 eV. The molar mass comes out at 146.19 g mol⁻¹. The calculation puts the largest force on an atom at 4.57 eV/Å.

Record 3
Here is a 2-piece molecular cluster, C6H14N2O2 overall at a distorted geometry from OMol25. Energies are from ωB97M-V/def2-TZVPD.

Structure (XYZ):
```
24
Properties=species:S:1:pos:R:3:nbo_charge:R:1
O -0.26728 2.75142 -2.21814 -0.628
H 1.98509 5.04911 -2.12394 0.395
C -1.37983 -5.33102 1.57630 0.513
O -2.60875 -5.19644 1.56463 -0.639
C -0.95861 -3.39036 0.07428 -0.223
H -0.87562 -6.12781 2.17513 0.109
C 0.50132 3.69146 -2.59491 0.514
H 2.12212 4.95949 0.14689 0.202
C -1.55537 -2.20698 0.82083 -0.626
C 1.57926 2.85111 0.33952 -0.623
H -2.42900 -2.56536 1.39085 0.236
H -0.81813 -1.79391 1.52967 0.203
H 1.70638 2.89539 1.43426 0.211
H 0.36963 4.60764 0.11502 0.198
H 0.43235 -4.64300 1.30109 0.394
H -0.11288 -3.15819 -0.60121 0.205
H 0.58215 4.12880 -3.61955 0.126
H -1.88360 -1.39989 0.14446 0.220
H 0.71643 2.20293 0.11147 0.238
H 2.48414 2.40051 -0.10179 0.205
N 1.34018 4.35920 -1.73069 -0.618
N -0.54255 -4.46512 1.04719 -0.608
H -1.74400 -3.88629 -0.52793 0.217
C 1.35650 4.26735 -0.25339 -0.220
```

The relative energy (zero: lowest compared OMol25 entry of this formula, charge and spin) comes out at 34.1 kcal per mole. Its SMILES is CCNC=O.CCNC=O. The gap between HOMO and LUMO is 10.35 eV. Its HOMO energy is -9.62 eV. The molar mass comes out at 146.19 g mol⁻¹. The calculation puts the largest force on an atom at 4.18 eV/Å.

Record 4
Here is a 2-piece molecular cluster, C6H14N2O2 overall at a distorted geometry from OMol25. Energies are from ωB97M-V/def2-TZVPD.

Structure (XYZ):
```
24
Properties=species:S:1:pos:R:3:nbo_charge:R:1
C 0.62049 -0.50111 1.73229 0.667
H -2.99376 2.59109 -0.86916 0.205
H -1.22156 2.76501 -0.27258 0.197
H 2.31014 -1.50584 -0.83759 0.197
H 0.74264 1.57573 2.42254 0.217
C -0.70693 -1.24535 -1.41375 -0.703
C -0.75541 0.27913 -1.74661 0.676
C -1.90817 2.31941 -0.98654 -0.435
C 2.39747 -1.53118 0.28493 -0.428
H -0.83627 0.65497 2.63846 0.245
H 3.42059 -1.64402 0.59144 0.203
H 0.51821 0.39465 3.70315 0.248
N -1.61580 0.88958 -0.91168 -0.619
H -0.95880 -1.88695 -2.28209 0.230
H -1.64806 2.79964 -1.93621 0.232
H -1.45120 -1.46928 -0.62877 0.228
C 0.26522 0.61786 2.63798 -0.712
N 1.76304 -0.46518 0.98574 -0.615
O -0.07973 -1.50976 1.68218 -0.646
H 2.19132 0.47020 0.87377 0.390
H 1.89494 -2.48600 0.40854 0.236
O -0.03243 0.97929 -2.44350 -0.641
H 0.30922 -1.55539 -1.25200 0.234
H -2.24278 0.38491 -0.31171 0.393
```

The relative energy (zero: lowest compared OMol25 entry of this formula, charge and spin) comes out at 29.7 kcal per mole. Its SMILES is CNC(C)=O.CNC(C)=O. The gap between HOMO and LUMO is 10.30 eV. Its HOMO energy is -9.56 eV. The molar mass comes out at 146.19 g mol⁻¹. The calculation puts the largest force on an atom at 2.78 eV/Å.

Record 5
Here is a 2-piece molecular cluster, C6H14N2O2 overall at a distorted geometry from OMol25. Energies are from ωB97M-V/def2-TZVPD.

Structure (XYZ):
```
24
Properties=species:S:1:pos:R:3:nbo_charge:R:1
H 0.76224 0.53488 -2.68809 0.186
H 0.11153 -0.71432 -3.62524 0.243
C 1.98656 1.29871 0.20298 -0.724
H -0.92516 0.57407 -3.45258 0.197
H 2.34607 2.31759 0.29722 0.216
H -0.99434 -0.03362 -0.91914 0.396
H -0.93711 2.29227 3.39591 0.202
H -2.04487 -3.32551 -0.54165 0.234
H 1.54193 1.06248 -0.75738 0.245
C -1.37756 -2.49578 -0.32714 -0.710
O -0.69649 -2.67995 -2.56921 -0.631
N -0.70963 -0.58750 -1.70508 -0.620
H -0.24137 0.81525 3.90933 0.206
C -0.16982 0.01074 -2.90148 -0.426
H 0.97799 2.61749 2.14991 0.389
C 1.16498 0.75228 1.32865 0.670
O 0.80165 -0.40977 1.38048 -0.629
C -0.86694 -1.93740 -1.62226 0.676
C -0.49807 1.37113 3.00528 -0.413
N 0.71328 1.65444 2.25243 -0.617
H 2.88705 0.66673 0.14287 0.246
H -1.24297 0.87001 2.38941 0.207
H -1.96801 -1.81486 0.29811 0.208
H -0.62093 -2.83936 0.35665 0.250
```

The relative energy (zero: lowest compared OMol25 entry of this formula, charge and spin) comes out at 20.2 kcal per mole. Its SMILES is CNC(C)=O.CNC(C)=O. The gap between HOMO and LUMO is 10.01 eV. Its HOMO energy is -9.40 eV. The molar mass comes out at 146.19 g mol⁻¹. The calculation puts the largest force on an atom at 1.96 eV/Å.

Record 6
Here is a 2-piece molecular cluster, C6H14N2O2 overall at a distorted geometry from OMol25. Energies are from ωB97M-V/def2-TZVPD.

Structure (XYZ):
```
24
Properties=species:S:1:pos:R:3:nbo_charge:R:1
H 2.22937 0.17331 -1.49636 0.231
C 2.85959 0.13104 -0.67154 -0.673
N 3.82425 -2.03369 0.43265 -0.651
C 2.66873 -1.20499 0.13180 0.689
H 4.64721 -1.76965 -0.13679 0.391
H 2.60206 1.02201 -0.08072 0.240
H -3.48533 0.74073 -2.55692 0.238
C 3.85362 -3.31507 0.85860 -0.440
H -3.38233 0.59544 2.30585 0.198
H -2.28660 2.06545 -2.64384 0.234
C -2.95569 1.56999 1.77500 -0.446
N -2.38635 1.23557 0.50439 -0.670
H 4.22553 -4.18187 0.24182 0.216
O 1.50945 -1.55494 0.27295 -0.600
H 4.05850 0.07474 -1.09986 0.186
H 2.88864 -3.84571 1.09271 0.235
H 4.25633 -3.40804 2.03575 0.176
O -4.02244 2.49984 -0.63299 -0.598
C -2.70192 1.27646 -2.02539 -0.724
C -3.15355 1.68165 -0.61625 0.683
H -3.61886 2.57334 1.39588 0.258
H -2.14847 1.92000 2.35722 0.191
H -2.05912 0.43045 -2.10916 0.208
H -1.31308 0.80288 0.30215 0.428
```

The relative energy (zero: lowest compared OMol25 entry of this formula, charge and spin) comes out at 102.2 kcal per mole. Its SMILES is CNC(C)=O.CNC(C)=O. The gap between HOMO and LUMO is 9.82 eV. Its HOMO energy is -9.30 eV. The molar mass comes out at 146.19 g mol⁻¹. The calculation puts the largest force on an atom at 7.71 eV/Å.

Record 7
Here is a 2-piece molecular cluster, C6H14N2O2 overall at a distorted geometry from OMol25. Energies are from ωB97M-V/def2-TZVPD.

Structure (XYZ):
```
24
Properties=species:S:1:pos:R:3:nbo_charge:R:1
H 0.51352 -0.54761 3.18044 0.211
C -1.07847 1.62780 1.10721 0.685
C 2.49952 -0.75435 -0.73080 -0.705
O 1.37278 -2.10901 -2.53867 -0.617
H -0.98248 3.74441 1.48268 0.233
H -0.39986 1.63246 3.15434 0.402
N 0.02536 -1.05001 -1.06496 -0.661
H -1.96911 -1.53585 -1.05259 0.200
C -1.13494 -1.47718 -1.80238 -0.416
H 0.21114 -0.75939 1.47096 0.220
H -2.47338 3.20870 0.59574 0.243
H -1.42390 -0.82938 -2.64843 0.192
N -0.37355 1.22031 2.23706 -0.650
H -2.25694 2.86836 2.42309 0.232
H 3.30847 -1.39248 -0.33691 0.230
C -1.74265 2.92811 1.40316 -0.715
H 2.20388 -0.12144 0.03024 0.203
H 2.92906 -0.07473 -1.49817 0.239
C 0.48293 -0.02025 2.20349 -0.427
H 1.42825 0.37096 1.93501 0.192
H -0.97082 -2.49905 -2.19822 0.221
H -0.05762 -0.39724 -0.29194 0.411
C 1.33680 -1.51559 -1.47108 0.680
O -1.34803 0.91012 0.20010 -0.603
```

The relative energy (zero: lowest compared OMol25 entry of this formula, charge and spin) comes out at 40.7 kcal per mole. Its SMILES is CNC(C)=O.CNC(C)=O. The gap between HOMO and LUMO is 9.26 eV. Its HOMO energy is -8.75 eV. The molar mass comes out at 146.19 g mol⁻¹. The calculation puts the largest force on an atom at 4.56 eV/Å.

Record 8
Here is a 2-piece molecular cluster, C6H14N2O2 overall at a distorted geometry from OMol25. Energies are from ωB97M-V/def2-TZVPD.

Structure (XYZ):
```
24
Properties=species:S:1:pos:R:3:nbo_charge:R:1
H -0.44925 1.95500 2.63666 0.192
C -0.36019 1.05005 -2.09354 -0.713
O -2.78362 -0.93580 2.54256 -0.616
O 0.59241 -0.55251 -0.61497 -0.666
H 2.88238 -0.43678 -0.39040 0.237
H -0.97422 0.33247 -2.56828 0.242
H 2.16702 1.13247 -2.77170 0.397
C 3.16742 -0.15130 -1.39726 -0.423
C 0.78246 0.29882 -1.47452 0.681
C -1.92259 -0.81688 1.69499 0.680
H -2.19817 -1.46108 -0.30153 0.225
H -0.22403 0.37873 3.51248 0.186
H -0.98276 1.46960 -1.30885 0.252
H -2.39835 -2.71756 0.88339 0.227
H -0.06635 1.69842 -2.91710 0.212
H 4.00625 0.53770 -1.29689 0.198
N -1.16448 0.32412 1.59379 -0.640
C -0.86915 0.98829 2.88032 -0.419
H 3.49111 -0.99561 -1.99710 0.199
N 2.01362 0.48590 -2.01993 -0.607
C -1.77308 -1.86514 0.61572 -0.713
H -0.80867 -2.27562 0.35086 0.242
H -1.79455 1.18950 3.41091 0.222
H -0.33318 0.36720 1.03040 0.406
```

The relative energy (zero: lowest compared OMol25 entry of this formula, charge and spin) comes out at 18.7 kcal per mole. Its SMILES is CNC(C)=O.CNC(C)=O. The gap between HOMO and LUMO is 9.68 eV. Its HOMO energy is -9.12 eV. The molar mass comes out at 146.19 g mol⁻¹. The calculation puts the largest force on an atom at 1.70 eV/Å.